11
Properties=species:S:1:pos:R:3:mulliken_charge:R:1 method="wB97M-V/def2-TZVPD" spin_multiplicity=3 s_squared=2.006 e_lumo_ev="0.3 / -2.1" relative_energy_kcal_mol=11.1
C -0.96 -1.15 0.25 0.486
C -1.57 1.62 -0.17 -0.921
C 0.40 -0.89 -0.01 -0.984
N -2.08 -1.31 -0.05 -0.088
S -3.19 1.61 0.07 0.013
S -3.60 -1.59 -0.06 -0.222
H -0.94 1.54 0.61 0.415
H -1.15 1.79 -1.07 0.415
H 0.60 0.05 0.49 0.273
H 0.78 -0.68 -0.99 0.291
H 0.98 -1.63 0.50 0.322

***

77
Properties=species:S:1:pos:R:3:mulliken_charge:R:1 method="wB97M-V/def2-TZVPD" spin_multiplicity=1 e_lumo_ev=-4.0 charge=+1
C -4.59 0.28 1.40 -0.971
C -3.47 1.37 1.99 -0.060
C -2.65 0.57 3.16 -0.898
C -1.30 -0.24 2.59 -0.451
N -0.35 0.61 1.81 0.397
C 0.03 0.15 0.45 0.602
C 1.19 -1.00 0.34 -0.723
C 1.49 -1.87 1.68 -0.429
O 2.10 -1.13 2.80 -0.524
C 2.49 -3.18 1.41 0.793
F 1.89 -4.46 1.92 -0.223
F 3.81 -3.05 2.10 -0.284
F 2.79 -3.40 -0.03 -0.280
C -1.25 -0.40 -0.49 0.039
C -1.06 -0.20 -2.09 -0.761
N 0.33 0.06 -2.59 0.336
P 0.37 0.42 -4.36 0.147
O -0.32 -0.94 -5.24 -0.494
I 2.75 0.47 -5.12 0.069
C 1.10 1.16 -1.90 -1.353
C 0.51 1.53 -0.38 -1.515
N 1.36 2.47 0.37 0.625
C 0.69 3.58 1.10 -0.512
C 2.66 2.00 0.89 0.601
C 2.97 2.11 2.53 -1.079
O 3.72 1.54 0.17 -0.595
H -5.60 0.37 2.03 0.328
H -4.23 -0.85 1.58 0.223
H -4.85 0.46 0.27 0.264
H -4.14 2.24 2.46 0.368
H -2.80 1.81 1.13 0.006
H -3.29 -0.20 3.78 0.378
H -2.25 1.37 3.91 0.320
H -1.63 -1.26 2.11 0.243
H -0.72 -0.55 3.59 0.311
H 0.47 0.87 2.40 0.103
H 2.24 -0.59 -0.05 0.225
H 0.85 -1.78 -0.50 0.292
H 0.46 -2.35 2.03 0.285
H 2.90 -0.68 2.41 0.324
H -2.27 0.11 -0.18 -0.454
H -1.41 -1.56 -0.26 0.460
H -1.47 -1.18 -2.62 0.379
H -1.74 0.69 -2.43 0.499
H 0.88 -0.85 -2.49 0.625
H 0.13 -1.77 -4.86 0.368
H 1.15 2.15 -2.55 0.306
H 2.23 0.78 -1.84 0.486
H -0.52 2.09 -0.60 0.579
H 1.45 4.30 1.66 0.340
H 0.13 4.26 0.31 0.107
H -0.14 3.25 1.88 0.178
H 2.00 2.22 3.17 0.312
H 3.55 3.15 2.65 0.384
H 3.71 1.29 2.89 0.318
N -0.30 -9.06 -0.56 -0.537
C 0.54 -8.01 -0.71 -0.338
C 0.95 -7.20 0.34 -0.191
C 0.49 -7.49 1.62 -0.153
C -0.37 -8.57 1.80 -0.438
C -0.73 -9.32 0.69 -0.179
H 0.87 -7.82 -1.72 0.347
H 1.62 -6.37 0.17 0.358
H 0.79 -6.89 2.47 0.406
H -0.76 -8.82 2.78 0.353
H -1.40 -10.17 0.78 0.352
N -0.42 5.42 -2.09 -0.200
C -1.48 6.24 -2.26 -0.158
C -1.48 7.33 -3.11 -0.603
C -0.33 7.60 -3.84 -0.129
C 0.78 6.78 -3.68 -0.818
C 0.69 5.71 -2.81 0.008
H -2.36 5.99 -1.67 0.376
H -2.37 7.95 -3.21 0.368
H -0.29 8.45 -4.51 0.373
H 1.70 6.96 -4.23 0.363
H 1.52 5.03 -2.65 0.424

***

| no. | calculated total energy (eV) |
| --- | --- |
| 1 | -26347.220 |
| 2 | -65678.255 |